(1)
A molecular structure, ClH4LiO2 at a distorted geometry, computed with wB97M-V/def2-TZVPD.

Each line ends with the Löwdin charge.
Atoms and positions in Å:
Li -2.1396 -0.6022 1.6975  0.616
Cl -0.8100 -1.1155 0.5159  0.089
O 0.7149 -0.5137 -1.6857  -0.136
H 0.3004 -0.8404 -0.8871  -0.204
H 0.3929 0.3834 -1.7735  0.016
O 0.3976 1.2565 0.6148  -0.154
H 1.2451 0.9894 0.9708  0.033
H -0.1015 0.4425 0.5472  -0.261

The calculation puts the LUMO energy at -1.133 eV. As for the energy above the lowest of the compared OMol25 structures with the same formula, charge and spin: 107.6 kJ/mol. Its HOMO energy is -9.881 eV. For the frontier orbital gap, the calculation gives 8.75 eV.

=====

(2)
8 unconnected molecules or ions with the total composition C8H32O8 at a distorted geometry, computed with wB97M-V/def2-TZVPD.

Each line ends with the Löwdin charge.
Atoms and positions in Å:
C -1.7715 -0.3978 0.2928  -0.148
O -0.4010 -0.7138 0.4540  -0.151
H -1.7989 0.6137 -0.1630  0.048
H -2.3416 -0.4222 1.2331  0.087
H -2.2226 -0.9733 -0.4974  0.069
H -0.1043 -0.4242 1.3542  0.049
C 1.3399 2.3020 -0.0514  -0.167
O 1.9563 2.4800 -1.3240  -0.111
H 0.2360 2.3813 -0.0522  0.059
H 1.8089 3.0366 0.5849  0.071
H 1.6442 1.4394 0.4957  0.057
H 1.9604 3.4710 -1.4564  0.108
C 2.1538 -3.0529 4.0351  -0.161
O 1.9365 -2.2682 2.9034  -0.092
H 1.9400 -2.3623 4.8554  0.074
H 3.0948 -3.5364 4.1158  0.073
H 1.4159 -3.7841 4.2159  0.059
H 1.3389 -1.5825 3.1186  -0.011
C -2.1770 3.9573 -0.6679  -0.186
O -2.6842 2.8163 -0.0338  -0.124
H -2.4178 4.8376 0.0470  0.106
H -2.7312 4.2191 -1.5953  0.089
H -1.1445 3.8698 -0.9454  0.043
H -2.1138 2.6169 0.6876  0.044
C -0.6965 1.1697 -2.7280  -0.168
O 0.3237 1.2251 -3.7487  -0.108
H -1.1210 2.1933 -2.4765  0.066
H -0.3521 0.6987 -1.7743  0.051
H -1.6693 0.6652 -3.0432  0.089
H -0.1703 1.1963 -4.5746  0.067
C -0.6187 -0.7409 4.1620  -0.143
O 0.1246 -0.2893 3.1320  -0.133
H -1.0047 -1.6940 4.0223  0.082
H -1.3841 -0.0199 4.3608  0.097
H 0.0902 -0.9559 4.9470  0.084
H 0.2178 0.6735 3.1193  0.132
C 2.5085 -1.2847 -0.8639  -0.171
O 1.6452 -0.7016 -1.8224  -0.159
H 3.2185 -0.7006 -0.2407  0.076
H 3.1178 -2.0550 -1.3497  0.065
H 1.7931 -1.7832 -0.1019  0.083
H 0.9872 -1.3740 -2.0736  0.002
C -1.1249 -2.4917 -3.7751  -0.083
O -0.2808 -2.1059 -2.6672  -0.126
H -1.4385 -3.5001 -3.6977  0.070
H -0.5434 -2.3065 -4.6539  0.081
H -1.9712 -1.8262 -3.9069  0.071
H -0.5684 -2.5159 -1.8520  0.089

The calculation puts the LUMO energy at 0.016 eV. The structure (SMILES) is CO.CO.CO.CO.CO.CO.CO.CO. As for the energy above the lowest of the compared OMol25 structures with the same formula, charge and spin: 569.0 kJ/mol. Its HOMO energy is -8.411 eV. For the frontier orbital gap, the calculation gives 8.43 eV.

=====

(3)
2 unconnected molecules or ions with the total composition C2H2ClFNO2 at a distorted geometry, computed with wB97M-V/def2-TZVPD.

Each line ends with the Löwdin charge.
Atoms and positions in Å:
C -0.7695 -0.8549 1.0357  -0.845
C 0.7568 0.4138 -1.0627  -0.589
N -0.7858 0.4249 0.4410  0.094
O -1.7040 -0.8905 1.8305  -0.025
O -0.0005 -1.7645 0.6139  -0.094
F -0.0999 1.3845 1.3040  -0.165
Cl 0.1448 0.5438 -2.6040  0.539
H 1.1886 1.3620 -0.6486  0.031
H 1.2694 -0.6191 -0.9098  0.054

The calculation puts the LUMO energy at 3.469 eV. As for the energy above the lowest of the compared OMol25 structures with the same formula, charge and spin: 472.2 kJ/mol. Its net charge is -1. Its HOMO energy is -3.999 eV. For the frontier orbital gap, the calculation gives 7.47 eV.

=====

(4)
C4H4N2S in the gas phase at a distorted geometry, computed with wB97M-V/def2-TZVPD.

Each line ends with the Löwdin charge.
Atoms and positions in Å:
C -0.2081 -0.1820 0.3952  -0.737
C 0.2959 -0.9371 -0.5470  -0.154
C 1.0344 -0.3458 -1.5933  -0.175
C 0.2546 1.5460 -1.0197  -0.219
H -0.6104 0.4078 2.7029  0.033
H 0.1522 -2.1440 -0.6358  0.165
H 1.5119 -0.9363 -2.4199  0.130
H 0.2603 2.5947 -0.8840  0.093
N 1.0229 0.8884 -1.8533  0.082
N -0.3749 1.2198 0.1511  0.085
S -0.8819 -0.9479 1.8588  0.697

The calculation puts the LUMO energy at 0.073 eV. The structure (SMILES) is Sc1ccncn1. As for the energy above the lowest of the compared OMol25 structures with the same formula, charge and spin: 238.4 kJ/mol. Its HOMO energy is -9.421 eV. For the frontier orbital gap, the calculation gives 9.49 eV.

=====

(5)
3 unconnected molecules or ions with the total composition FHO4 at a distorted geometry, computed with wB97M-V/def2-TZVPD.

Each line ends with the Löwdin charge.
Atoms and positions in Å:
O -1.4995 0.0836 0.0390  -0.022
O -0.8316 -1.0579 -0.1123  -0.083
O 0.9215 -0.8905 0.7064  0.069
O 1.5055 -0.1884 -0.0708  0.039
F 1.2248 1.4207 0.2483  -0.163
H -1.3208 0.6325 -0.8107  0.159

The calculation puts the LUMO energy (alpha / beta) at -1.497 / -1.714 eV. As for the energy above the lowest of the compared OMol25 structures with the same formula, charge and spin: 34.1 kJ/mol. Its HOMO energy (alpha / beta) is -11.295 / -11.275 eV. For the frontier orbital gap (alpha / beta), the calculation gives 9.80 / 9.56 eV.

=====

(6)
A molecular structure, C48H98F18N8O16S6 at a distorted geometry, computed with wB97M-V/def2-TZVPD.

Each line ends with the Löwdin charge.
Atoms and positions in Å:
C -5.1222 -6.5912 4.5365  0.010
C -3.8618 -5.7081 4.7609  -0.429
C -2.7465 -6.4497 5.4610  -0.138
C -1.3476 -5.7652 5.5813  -0.148
C -0.7765 -5.6348 4.1258  -0.099
C -1.7448 -4.8418 3.1544  -0.389
N -3.2153 -5.4452 3.3908  0.012
O -3.7231 -5.9135 2.4763  0.218
C -1.4593 -4.9900 1.7366  -0.044
C -1.6348 -3.3259 3.4119  0.000
C -4.1168 -4.3353 5.4766  0.030
H -5.7648 -5.9903 3.8610  0.104
H -5.6833 -6.5753 5.4954  0.112
H -4.9255 -7.5872 4.1663  0.091
H -2.6448 -7.3914 4.8715  0.136
H -3.1541 -6.7784 6.4565  0.154
H -0.6268 -6.4706 6.0301  0.120
H -1.3514 -4.7840 6.1249  0.113
H -0.6263 -6.6486 3.7944  0.111
H 0.2268 -5.1290 4.2012  0.145
H -1.4549 -5.9968 1.3941  0.097
H -0.5097 -4.5462 1.5576  0.096
H -2.2228 -4.3729 1.2128  0.104
H -2.4852 -2.7585 2.9926  0.090
H -0.7681 -3.0073 2.8342  0.095
H -1.4652 -2.9759 4.3978  0.072
H -3.1794 -4.0183 5.9680  0.078
H -4.8003 -4.5601 6.2579  0.083
H -4.5475 -3.5833 4.8016  0.089
C 3.5648 -1.4715 -5.1946  -0.083
C 3.3731 -2.9627 -4.9766  -0.217
C 3.5092 -3.2794 -3.4927  -0.151
N 3.4530 -4.7440 -3.2507  -0.266
C 4.6683 -5.3962 -3.8566  -0.119
C 5.9868 -4.9760 -3.2878  -0.143
C 5.9891 -5.2533 -1.7788  -0.187
C 4.8193 -4.5650 -1.1320  -0.154
C 3.4519 -4.9764 -1.7681  -0.085
C 2.2648 -5.3658 -3.8699  0.012
H 4.5855 -1.1866 -4.8929  0.087
H 2.9615 -0.8555 -4.5617  0.053
H 3.4522 -1.2942 -6.2825  0.094
H 4.1160 -3.5520 -5.5357  0.115
H 2.3445 -3.1496 -5.3253  0.120
H 2.7082 -2.8081 -2.8550  0.108
H 4.4313 -2.8494 -3.1120  0.116
H 4.5485 -5.2847 -4.9306  0.125
H 4.4984 -6.4515 -3.6227  0.145
H 6.2397 -3.9067 -3.4580  0.132
H 6.7732 -5.5733 -3.7459  0.129
H 6.9089 -4.9735 -1.2830  0.115
H 5.9954 -6.3074 -1.5590  0.115
H 4.9710 -3.4740 -1.1312  0.101
H 4.5173 -4.8634 -0.1174  0.129
H 2.6305 -4.4176 -1.3292  0.119
H 3.2905 -6.0332 -1.5692  0.141
H 2.2935 -6.4084 -3.7447  0.092
H 2.1906 -5.2152 -4.9836  0.132
H 1.3802 -4.9988 -3.3593  0.089
C -4.9536 2.7013 -0.8009  -0.049
C -5.4516 2.9777 0.5784  -0.167
N -4.2693 2.9657 1.5117  -0.212
C -3.2820 4.0904 1.2544  0.017
C -4.8478 3.0832 2.9493  -0.137
C -5.8936 4.1732 3.1120  -0.049
C -3.5922 1.5779 1.4354  -0.055
C -2.3775 1.3946 2.3957  -0.181
O -1.4518 2.4452 2.3032  -0.193
C -0.5022 2.3242 3.3240  -0.118
H -5.5236 3.3240 -1.4939  0.101
H -5.1494 1.6648 -0.9234  0.070
H -3.8654 2.8586 -0.9155  0.081
H -6.1850 2.2234 0.9520  0.134
H -5.9592 3.9169 0.6678  0.111
H -3.8375 5.0085 1.1275  0.092
H -2.6586 3.9573 0.4070  0.071
H -2.6241 4.3324 2.0611  0.102
H -4.0439 3.1946 3.6784  0.134
H -5.2599 2.0768 3.0556  0.081
H -6.2968 3.9958 4.0773  0.080
H -6.7658 4.1161 2.4559  0.076
H -5.5039 5.1887 2.8899  0.100
H -3.2816 1.4329 0.3982  0.122
H -4.3730 0.8832 1.7430  0.083
H -1.9256 0.4576 2.0890  0.126
H -2.7803 1.2822 3.4178  0.133
H 0.3343 2.9689 3.0833  0.088
H -0.1206 1.3219 3.4329  0.074
H -0.8265 2.5992 4.3889  0.115
C -3.2850 1.7286 -4.8100  -0.064
C -2.4085 2.8847 -5.2610  -0.160
N -0.8871 2.6967 -5.0350  -0.202
C -0.8478 2.1237 -3.5729  0.041
C -0.3482 1.7813 -6.1546  -0.135
C 1.0252 1.2683 -5.9253  -0.065
C -0.2304 4.0123 -5.0760  -0.157
C -0.4316 4.8434 -6.2621  -0.205
O 0.3400 4.3530 -7.3555  -0.207
C 0.2013 5.1783 -8.5381  -0.045
H -3.1499 0.8451 -5.4255  0.079
H -4.3280 2.0457 -5.0109  0.104
H -3.1376 1.5543 -3.7305  0.068
H -2.6224 3.8174 -4.6718  0.122
H -2.6393 3.0827 -6.2883  0.122
H -1.4780 2.7242 -2.8961  0.101
H 0.1837 1.9302 -3.2512  0.100
H -1.2887 1.1438 -3.6644  0.070
H -0.3847 2.4358 -7.0610  0.137
H -1.0714 0.9761 -6.2445  0.120
H 1.3007 0.5140 -6.6783  0.094
H 1.3609 0.8178 -4.9898  0.061
H 1.7204 2.0904 -6.0751  0.084
H 0.7987 3.8362 -4.7724  0.131
H -0.6105 4.5426 -4.2163  0.080
H -0.2794 5.9304 -6.0860  0.154
H -1.5250 4.8601 -6.4791  0.127
H -0.8363 5.3369 -8.7245  0.083
H 0.6922 4.6158 -9.2943  0.082
H 0.7504 6.1102 -8.3981  0.097
C 7.6572 -0.0182 4.9717  -0.048
C 7.4396 1.4606 4.6491  -0.166
N 6.0322 1.9351 4.5497  -0.272
C 5.2970 1.9706 5.8778  0.038
C 6.0487 3.3444 3.9876  -0.165
C 6.7009 4.4571 4.7774  -0.054
C 5.2402 0.9917 3.7008  -0.098
C 5.5764 0.8151 2.2538  -0.211
O 6.8701 0.3625 2.0850  -0.204
C 7.2985 -0.0973 0.8632  -0.107
H 7.6931 -0.6706 4.1318  0.058
H 6.8463 -0.4787 5.6000  0.097
H 8.6485 -0.2347 5.3957  0.099
H 7.9850 1.6810 3.7150  0.143
H 7.9160 2.1019 5.3852  0.123
H 5.1460 1.0121 6.3388  0.104
H 4.3458 2.3782 5.5505  0.103
H 5.7696 2.6395 6.6214  0.122
H 4.9884 3.5845 3.9312  0.137
H 6.5060 3.3033 3.0222  0.125
H 6.6165 5.3369 4.1127  0.105
H 7.7948 4.3449 4.9123  0.096
H 6.1681 4.7300 5.6923  0.086
H 4.2168 1.4178 3.8808  0.155
H 5.2752 0.0363 4.1589  0.122
H 5.4180 1.7956 1.7005  0.143
H 4.8087 0.0781 1.8274  0.138
H 7.4777 0.7853 0.1812  0.113
H 6.7245 -0.8518 0.3048  0.085
H 8.2482 -0.7125 0.9590  0.113
C -3.5042 7.0145 -1.7626  -0.631
F -3.1927 8.0737 -0.9949  0.136
F -3.7865 5.9937 -0.9306  0.099
F -4.6031 7.2708 -2.4619  0.153
S -2.0739 6.6391 -2.9103  0.628
O -2.7442 6.0582 -4.0634  -0.308
O -1.2951 7.8112 -3.0246  -0.241
N -1.2892 5.3642 -2.2827  -0.323
S -0.2400 5.3644 -1.1456  0.547
O -0.2557 6.3593 -0.1276  -0.267
O -0.0738 3.9732 -0.7054  -0.319
C 1.4027 5.7620 -1.9710  -0.577
F 1.6880 4.7554 -2.9210  0.036
F 1.6127 6.9310 -2.4998  0.186
F 2.3814 5.5175 -1.0320  0.077
C -1.5013 -1.9755 -1.4422  -0.654
F -1.8894 -0.8588 -0.8854  0.149
F -1.8298 -3.0059 -0.5774  0.077
F -2.2426 -2.1633 -2.5264  0.155
S 0.3316 -1.9194 -1.8078  0.647
O 0.4495 -3.3059 -2.3366  -0.339
O 0.5655 -0.7746 -2.7003  -0.309
N 0.9936 -1.8444 -0.3707  -0.302
S 2.4227 -1.2206 0.0854  0.605
O 2.6482 -1.5479 1.4675  -0.305
O 3.4005 -1.5142 -0.9217  -0.312
C 2.3034 0.7333 0.0571  -0.612
F 3.3167 1.2627 0.8068  0.077
F 2.4723 1.2085 -1.1717  0.146
F 1.1492 1.1434 0.5290  0.159
C -8.3897 0.1903 2.0558  -0.647
F -8.7737 1.3660 2.5468  0.143
F -9.4466 -0.5597 1.9784  0.185
F -7.8942 0.5328 0.7912  0.058
S -7.0634 -0.7233 2.9665  0.632
O -5.9895 0.2323 3.1835  -0.312
O -7.7609 -1.3051 4.0729  -0.251
N -6.8265 -1.7884 1.8206  -0.277
S -5.4331 -2.3092 1.5750  0.550
O -4.3397 -1.3448 1.5184  -0.315
O -5.1403 -3.5272 2.2392  -0.283
C -5.4874 -2.6885 -0.2598  -0.609
F -6.5348 -3.4413 -0.6986  0.117
F -5.3824 -1.5845 -0.9273  0.167
F -4.4088 -3.5025 -0.6035  0.064

The calculation puts the LUMO energy at -5.232 eV. Its net charge is +2. Its HOMO energy is -12.942 eV. For the frontier orbital gap, the calculation gives 7.71 eV.